1.
119
Properties=species:S:1:pos:R:3:forces:R:3:lowdin_charge:R:1 method="wB97M-V/def2-TZVPD" orbital_gap_ha="0.157 / 0.190" lumo_ha="-0.1330 / -0.1329" de_lowest_kcal_mol=111.7 charge=+1 spin_multiplicity=2 e_tot_ev=-139314.71686
Ca -1.021 0.289 0.890 -1.48 -0.40 -0.74 1.17
O -2.544 1.085 2.479 1.44 2.83 0.97 -0.25
C -2.019 0.536 3.678 -13.43 -3.15 2.94 -0.41
C -3.060 -0.373 4.326 -1.39 0.99 0.43 -0.12
C -3.843 -1.258 3.350 -0.14 -0.12 0.01 -0.12
C -2.978 -2.226 2.588 -0.03 0.43 -0.19 -0.25
C -3.065 -3.596 2.822 0.35 -0.20 -0.21 0.00
C -2.266 -4.458 2.075 -0.02 0.07 0.01 -0.03
C -1.406 -3.932 1.119 -0.51 -0.10 -0.06 -0.05
C -1.381 -2.558 0.949 -1.29 -0.89 -0.17 -0.27
N -2.144 -1.700 1.659 0.01 -1.57 0.47 -0.01
H -1.880 2.517 2.410 -1.88 -3.31 0.52 0.33
H -1.760 1.352 4.360 -0.38 -0.66 0.52 0.14
H -1.100 -0.009 3.441 -12.41 -8.91 -5.08 -0.03
H -3.794 0.263 4.838 -0.15 -0.22 0.14 0.12
H -2.578 -0.982 5.100 0.04 -0.01 -0.07 0.12
H -4.397 -0.643 2.630 0.27 0.03 0.09 0.13
H -4.606 -1.808 3.915 0.24 -0.02 -0.11 0.12
H -3.748 -3.993 3.565 0.05 0.17 -0.08 0.12
H -2.320 -5.530 2.234 -0.01 0.10 0.00 0.12
H -0.774 -4.574 0.518 -0.02 0.08 0.01 0.12
H -0.730 -2.094 0.215 -0.71 -0.51 -0.15 0.05
N -0.348 0.838 3.073 16.83 7.11 -5.11 -0.10
C -0.293 2.230 3.252 3.05 -0.82 0.95 -0.23
C 0.096 2.738 4.499 -0.48 0.30 -0.48 0.02
C 0.253 4.107 4.686 -0.21 0.54 -0.45 -0.03
C 0.052 4.974 3.617 0.22 -0.26 0.70 0.00
C -0.298 4.478 2.350 0.19 0.89 0.79 -0.14
C -0.490 5.347 1.267 -0.36 0.07 -1.54 0.04
C -0.832 4.842 0.020 0.48 1.37 1.14 0.01
C -0.971 3.475 -0.104 -0.49 -1.55 1.84 -0.16
N -0.795 2.607 0.913 0.09 1.76 -1.86 -0.01
C -0.462 3.089 2.140 -0.74 0.93 -0.07 -0.22
H -0.664 0.256 3.862 7.97 4.82 7.81 0.05
H 0.564 0.362 3.012 0.95 0.98 -1.01 0.16
H 0.268 2.065 5.335 0.02 -0.07 -0.23 0.14
H 0.537 4.496 5.660 -0.03 -0.07 -0.19 0.12
H 0.176 6.043 3.775 -0.05 -0.18 -0.18 0.13
H -0.375 6.421 1.390 0.00 -0.17 0.15 0.13
H -0.987 5.496 -0.829 -0.02 -0.08 0.07 0.13
H -1.238 3.021 -1.054 -1.04 0.71 0.55 0.05
C 3.729 -5.050 3.117 -0.37 0.21 0.00 -0.06
C 4.008 -3.962 2.056 0.46 -0.39 0.10 -0.54
C 4.359 -4.688 0.739 -0.11 0.09 -0.23 -0.04
C 5.235 -3.159 2.537 0.00 0.27 -0.03 -0.04
C 2.824 -3.009 1.822 0.07 0.15 -0.23 -0.12
C 1.614 -3.122 2.508 0.12 0.15 -0.04 0.03
C 0.600 -2.221 2.236 1.10 0.71 0.27 -0.14
N 0.700 -1.223 1.338 2.30 -0.29 0.48 -0.05
C 1.862 -1.077 0.647 -0.08 -0.65 0.65 -0.15
C 2.926 -1.961 0.881 -0.20 -0.11 0.13 0.06
C 1.923 0.052 -0.343 -0.28 0.95 -0.75 -0.16
C 3.052 0.331 -1.131 -0.24 0.09 0.02 0.07
C 3.062 1.401 -2.046 0.09 -0.27 0.20 -0.12
C 1.895 2.169 -2.130 0.20 -0.23 0.07 0.03
C 0.815 1.847 -1.330 0.57 -1.00 0.02 -0.11
N 0.809 0.824 -0.457 1.64 -0.09 -0.45 0.02
C 4.277 1.740 -2.927 0.51 0.03 -0.31 -0.54
C 3.880 1.646 -4.416 -0.25 -0.03 -0.07 -0.04
C 4.756 3.175 -2.619 -0.16 0.15 0.14 -0.05
C 5.486 0.800 -2.717 -0.27 -0.16 0.26 -0.06
H 4.599 -5.705 3.250 -0.11 0.26 -0.17 0.09
H 2.887 -5.690 2.829 0.09 0.09 0.03 0.09
H 3.505 -4.611 4.096 0.02 -0.04 -0.12 0.09
H 5.178 -5.401 0.888 -0.15 0.17 0.11 0.09
H 4.679 -3.993 -0.045 -0.07 -0.03 0.12 0.08
H 3.497 -5.245 0.353 0.11 0.07 0.09 0.09
H 6.084 -3.821 2.746 -0.24 0.01 -0.07 0.09
H 5.009 -2.605 3.456 0.01 -0.11 -0.11 0.09
H 5.573 -2.431 1.790 -0.09 -0.09 0.05 0.08
H 1.431 -3.890 3.251 0.13 0.04 -0.09 0.12
H -0.354 -2.280 2.751 0.63 0.00 0.37 0.11
H 3.854 -1.850 0.334 -0.10 0.03 0.00 0.11
H 3.933 -0.289 -1.033 -0.03 0.04 -0.03 0.10
H 1.812 3.012 -2.807 0.04 -0.12 0.00 0.12
H -0.105 2.423 -1.371 1.55 -1.00 -0.75 0.05
H 3.097 2.365 -4.682 0.05 -0.10 0.10 0.08
H 3.506 0.646 -4.662 0.04 0.14 0.07 0.09
H 4.737 1.851 -5.067 -0.05 -0.01 0.24 0.09
H 3.991 3.925 -2.848 0.04 -0.15 0.02 0.08
H 5.643 3.432 -3.210 -0.16 -0.18 0.05 0.09
H 5.018 3.285 -1.560 -0.02 -0.05 -0.13 0.09
H 5.234 -0.240 -2.952 0.00 0.12 0.02 0.09
H 5.852 0.839 -1.684 -0.05 0.00 -0.10 0.09
H 6.323 1.083 -3.366 -0.30 0.08 0.08 0.09
C -4.196 2.417 -0.346 -0.40 0.70 0.10 -0.24
Ge -3.071 1.017 -1.096 0.63 -1.03 0.15 0.91
C -4.174 -0.510 -1.476 -0.43 -0.48 -0.18 -0.33
C -3.933 -1.730 -0.832 -0.72 -0.26 -0.47 -0.13
C -4.736 -2.840 -1.113 -0.16 0.47 -0.27 -0.08
C -5.780 -2.733 -2.038 0.28 0.37 0.10 -0.09
C -6.022 -1.515 -2.681 0.30 -0.04 0.27 -0.08
C -5.220 -0.404 -2.402 -0.06 -0.74 0.31 -0.10
C -2.204 1.584 -2.736 -0.79 1.26 -0.29 -0.28
C -2.481 2.873 -3.213 0.37 -1.12 0.45 -0.12
C -1.897 3.340 -4.389 0.95 -0.34 -0.98 -0.08
C -1.024 2.529 -5.111 -0.97 1.32 0.60 -0.03
C -0.726 1.236 -4.660 0.16 -0.07 -0.05 -0.19
C 0.155 0.425 -5.392 0.60 -1.55 0.27 -0.04
C 0.459 -0.862 -4.949 0.03 1.18 -0.66 -0.08
C -0.111 -1.351 -3.774 -0.78 0.80 0.83 -0.07
C -0.990 -0.557 -3.033 0.78 -1.04 -1.85 -0.07
C -1.315 0.748 -3.461 0.14 -0.08 -0.14 -0.19
H -4.986 2.689 -1.076 0.32 0.01 0.45 0.03
H -3.576 3.308 -0.118 -0.56 -0.33 -0.05 0.00
H -4.669 2.048 0.587 0.31 0.23 -0.55 0.03
H -3.126 -1.819 -0.116 -0.54 0.17 -0.61 0.02
H -4.549 -3.783 -0.616 0.00 -0.06 0.02 0.09
H -6.401 -3.593 -2.255 -0.01 0.01 -0.02 0.10
H -6.830 -1.433 -3.397 -0.01 -0.02 -0.02 0.10
H -5.412 0.536 -2.904 -0.01 0.04 -0.06 0.10
H -3.156 3.525 -2.676 -0.15 0.01 0.10 0.09
H -2.122 4.338 -4.744 -0.01 0.01 -0.06 0.10
H -0.581 2.913 -6.023 0.04 -0.13 -0.02 0.11
H 0.609 0.787 -6.307 -0.09 0.11 0.01 0.11
H 1.139 -1.483 -5.518 0.01 0.01 -0.07 0.10
H 0.129 -2.350 -3.434 -0.05 -0.05 0.04 0.10
H -1.403 -0.978 -2.129 -0.18 0.17 -0.39 -0.02
H -1.370 -0.892 -0.818 -0.41 0.81 0.90 -0.02


2.
88
Properties=species:S:1:pos:R:3:forces:R:3:lowdin_charge:R:1 method="wB97M-V/def2-TZVPD" orbital_gap_ha="0.262 / 0.261" lumo_ha="-0.0243 / -0.0244" e_tot_ev=-110327.71923
Fe -1.637 1.555 0.329 0.12 -0.07 0.13 0.51
O -5.025 0.067 -2.120 0.00 0.02 -0.03 0.06
C -4.972 -1.170 -1.597 -0.01 -0.02 -0.01 -0.26
C -5.710 -2.170 -2.234 0.00 0.02 0.00 -0.01
C -5.699 -3.461 -1.750 0.01 0.00 0.01 -0.08
C -4.950 -3.791 -0.620 0.00 0.00 0.00 -0.09
C -4.224 -2.807 0.014 0.00 -0.01 0.00 -0.03
C -4.223 -1.489 -0.454 0.01 0.01 0.02 -0.07
C -3.433 -0.463 0.247 -0.03 0.00 -0.11 -0.39
O -3.395 0.742 -0.236 -0.02 0.07 0.04 -0.10
N -2.821 -0.785 1.374 0.04 0.09 0.05 0.10
N -2.184 0.361 1.772 -0.06 0.00 -0.30 -0.06
C -2.375 0.836 2.941 0.08 0.05 0.12 -0.03
C -2.065 2.262 3.050 -0.02 -0.09 -0.06 -0.25
C -2.041 2.985 4.234 0.01 0.02 0.02 -0.01
C -1.820 4.350 4.176 0.00 -0.01 0.01 -0.05
C -1.621 4.952 2.943 0.02 -0.01 -0.02 -0.04
C -1.654 4.165 1.803 0.00 0.02 0.04 -0.09
N -1.888 2.856 1.850 -0.04 -0.06 -0.19 0.04
H -4.386 0.614 -1.611 0.00 -0.01 0.02 0.07
H -6.277 -1.900 -3.115 0.00 0.00 0.00 0.12
H -6.273 -4.224 -2.260 0.00 0.00 0.00 0.10
H -4.936 -4.806 -0.248 0.00 0.00 0.00 0.10
H -3.635 -3.036 0.892 -0.02 -0.01 0.00 0.10
H -2.926 0.293 3.702 0.05 -0.02 0.00 0.14
H -2.193 2.477 5.177 0.00 -0.01 0.00 0.12
H -1.798 4.938 5.084 0.00 0.00 0.00 0.11
H -1.441 6.014 2.857 0.00 0.00 0.00 0.11
H -1.488 4.577 0.817 -0.03 0.00 0.00 0.11
F 0.343 0.645 -2.903 -0.09 0.05 -0.10 0.08
B -0.856 -0.023 -2.532 0.10 0.04 -0.11 -1.23
F -1.943 0.595 -3.126 -0.01 0.00 0.01 0.16
F -0.775 -1.364 -2.793 0.00 0.03 0.01 0.18
F -0.944 0.148 -1.075 -0.32 0.10 0.06 0.02
C 5.705 -2.069 1.371 -0.01 0.02 0.01 -0.05
C 4.625 -0.974 1.389 0.00 -0.02 0.03 -0.50
C 5.161 0.173 2.254 0.01 0.04 0.07 -0.06
C 3.386 -1.577 2.055 -0.02 -0.02 -0.03 -0.02
C 4.363 -0.464 -0.066 0.02 -0.01 0.00 -0.40
O 5.644 -0.121 -0.639 0.06 -0.01 0.02 -0.04
C 3.743 -1.495 -1.055 -0.01 0.03 -0.02 -0.08
C 2.235 -1.710 -1.298 0.05 -0.03 0.07 -0.11
C 1.493 -2.644 -0.378 0.02 -0.05 0.05 -0.23
C 0.344 -2.228 0.282 0.01 0.06 0.09 -0.02
C -0.359 -3.084 1.117 0.01 -0.08 0.03 -0.09
C 0.101 -4.375 1.293 0.03 0.01 -0.05 -0.66
Cl -0.766 -5.461 2.345 -0.01 -0.01 0.01 0.64
C 1.230 -4.829 0.629 -0.01 -0.03 0.01 -0.11
C 1.911 -3.961 -0.209 0.01 0.02 0.00 -0.05
C 3.740 0.952 -0.163 0.01 0.00 -0.06 -0.03
N 2.451 1.245 0.445 -0.04 -0.07 -0.04 -0.06
C 1.294 1.429 -0.184 0.00 -0.13 0.04 -0.09
N 0.348 1.692 0.703 -0.05 0.22 0.14 0.04
C 1.018 1.709 1.886 -0.04 -0.18 -0.02 -0.15
N 2.293 1.440 1.774 -0.10 0.18 -0.05 0.12
H 5.788 -2.491 2.375 0.00 0.00 0.00 0.09
H 6.688 -1.672 1.110 -0.01 0.00 -0.01 0.09
H 5.464 -2.897 0.702 -0.02 -0.01 -0.01 0.08
H 5.520 -0.233 3.202 0.02 -0.01 0.01 0.09
H 4.387 0.906 2.483 0.13 -0.09 0.00 0.06
H 5.999 0.673 1.765 0.03 -0.01 0.00 0.09
H 3.596 -1.724 3.117 0.00 0.00 0.00 0.09
H 3.138 -2.549 1.632 -0.03 0.00 -0.02 0.07
H 2.508 -0.941 1.981 -0.02 -0.02 -0.01 0.07
H 6.120 -0.939 -0.814 0.00 -0.01 -0.01 0.09
H 4.196 -2.467 -0.846 0.02 0.00 0.01 0.10
H 4.151 -1.183 -2.019 -0.01 0.02 0.00 0.12
H 2.154 -2.119 -2.308 0.01 -0.01 0.00 0.13
H 1.697 -0.772 -1.352 -0.02 0.17 0.00 0.08
H -0.032 -1.224 0.122 0.07 -0.18 0.08 0.09
H -1.265 -2.751 1.604 0.02 0.05 0.02 0.08
H 1.560 -5.851 0.761 0.01 0.00 0.00 0.10
H 2.786 -4.323 -0.739 0.01 -0.01 0.00 0.12
H 3.642 1.175 -1.225 -0.04 0.02 0.01 0.15
H 4.458 1.653 0.257 0.01 -0.04 -0.03 0.13
H 1.156 1.342 -1.250 0.00 -0.01 0.02 0.13
H 0.550 1.898 2.838 0.01 0.01 0.00 0.12
C -1.036 3.220 -4.531 -0.05 -0.04 -0.01 -0.02
N -1.968 3.608 -3.473 0.08 0.15 0.03 -0.17
C -3.293 4.075 -3.864 -0.05 -0.05 -0.02 -0.02
C -1.766 3.205 -2.249 -0.05 -0.18 -0.03 -0.20
N -1.585 2.873 -1.157 0.07 0.13 0.03 0.19
H -0.734 4.105 -5.091 0.00 -0.01 0.01 0.09
H -1.521 2.504 -5.196 0.01 -0.01 0.00 0.10
H -0.170 2.735 -4.091 0.04 -0.01 0.02 0.09
H -3.205 5.017 -4.406 0.01 -0.01 0.00 0.09
H -3.903 4.229 -2.978 0.01 0.01 0.00 0.10
H -3.776 3.333 -4.501 -0.01 -0.01 0.01 0.10


3.
83
Properties=species:S:1:pos:R:3:forces:R:3:lowdin_charge:R:1 method="wB97M-V/def2-TZVPD" orbital_gap_ha=0.315 lumo_ha=-0.0078 de_lowest_kcal_mol=18.9 e_tot_ev=-64846.97355
N 3.077 -0.585 1.755 0.79 0.12 -3.18 0.22
H 4.104 -0.642 1.369 -2.16 0.50 1.41 0.15
H 2.920 -0.094 2.701 0.13 -1.60 -1.72 0.17
H 2.733 -1.610 1.485 0.23 2.21 1.46 0.15
H 2.557 0.073 1.032 0.37 -1.47 1.92 0.12
O 0.438 0.300 1.757 3.80 -3.66 0.15 -0.38
H -0.156 0.959 1.685 -3.17 3.39 -0.27 -0.21
C -0.494 -0.696 4.988 -0.14 -0.23 -1.92 -0.06
C -1.308 0.603 4.907 0.34 1.43 -3.02 -0.31
O -0.720 1.444 5.877 -2.25 0.04 -2.23 0.16
C 0.031 0.713 6.654 2.09 1.25 3.08 -0.60
O 0.510 1.216 7.642 -0.07 -1.41 -0.71 0.15
O 0.230 -0.519 6.190 0.28 -0.57 0.27 0.08
F -2.600 0.318 5.178 -1.00 -0.05 0.99 0.05
H 0.208 -0.843 4.069 -1.29 0.34 1.61 0.14
H -1.259 -1.510 5.091 1.04 0.44 -0.09 0.15
H -1.413 1.180 3.892 1.05 -1.18 1.83 0.18
C 1.574 3.121 0.566 -1.78 0.68 0.17 -0.05
C 1.979 2.512 -0.768 1.93 -3.20 3.34 -0.38
O 3.372 2.867 -0.799 0.22 -0.31 0.65 0.11
C 3.782 3.281 0.455 2.10 0.89 -1.16 -0.57
O 4.890 3.680 0.713 -1.11 -0.86 -0.50 0.15
O 2.795 3.256 1.315 -1.53 -0.91 0.66 0.08
F 1.412 3.044 -1.786 -1.50 0.95 -2.09 0.16
H 0.722 2.571 1.102 1.83 0.75 -0.53 0.13
H 1.310 4.157 0.316 -0.50 -0.15 0.20 0.15
H 1.830 1.331 -0.710 0.45 2.27 -0.67 0.19
C -1.494 0.812 -1.791 1.34 1.45 -0.12 -0.02
C -0.688 -0.421 -1.559 1.03 -0.40 2.24 -0.33
O 0.470 -0.250 -2.347 0.17 -1.87 1.40 0.15
C 0.284 0.721 -3.203 0.23 3.16 -1.04 -0.62
O 1.036 1.105 -4.038 0.45 -0.86 -0.45 0.17
O -0.816 1.430 -2.906 -0.37 -0.02 0.52 0.08
F -1.263 -1.575 -1.891 -1.51 -1.54 -1.93 0.09
H -1.575 1.523 -0.923 0.18 -0.84 -0.92 0.15
H -2.386 0.555 -2.230 -2.76 -0.65 -0.09 0.10
H -0.500 -0.703 -0.523 1.10 1.43 0.40 0.14
C 6.304 0.887 -0.825 0.64 2.03 -6.04 -0.14
O 5.506 -0.183 -1.205 -0.69 -2.18 -0.30 -0.20
C 5.996 -1.483 -0.714 -1.53 2.25 -2.33 -0.14
C 5.045 -2.597 -0.967 5.33 1.78 -4.98 -0.37
O 3.879 -2.452 -0.535 -7.88 1.01 2.76 -0.11
C 2.901 -3.407 -0.990 2.17 -1.79 -2.86 -0.10
C 1.557 -3.047 -0.433 5.77 -3.35 2.53 -0.20
O 1.701 -3.437 0.924 -1.05 -1.35 -0.53 -0.17
C 0.523 -3.142 1.625 -0.06 -1.48 1.62 -0.10
H 6.392 0.914 0.179 0.02 0.97 3.57 0.03
H 5.859 1.857 -1.455 1.05 -2.37 2.43 0.16
H 7.365 0.791 -1.240 -1.04 -0.04 0.41 0.10
H 6.107 -1.322 0.289 1.12 0.06 2.96 0.09
H 6.851 -1.767 -1.290 1.19 0.09 0.24 0.13
H 5.516 -3.384 -0.581 2.20 -3.91 1.90 0.10
H 5.207 -2.751 -2.057 -1.08 -0.06 -0.18 0.15
H 3.351 -4.573 -0.688 -1.64 3.26 -0.97 0.21
H 2.883 -3.233 -2.182 0.06 -0.90 2.44 0.18
H 0.826 -3.233 -1.074 -3.94 -2.47 -1.96 0.10
H 1.563 -2.080 -0.438 0.01 6.35 -0.02 0.05
H 0.636 -3.475 2.647 0.34 -0.69 0.39 0.09
H -0.405 -3.653 1.300 0.48 0.80 -0.52 0.12
H 0.591 -2.117 1.774 -1.59 2.45 -0.32 0.02
C -5.188 -1.883 -3.750 -2.59 0.67 5.83 -0.13
O -4.381 -0.737 -3.702 -0.39 -0.14 1.27 -0.18
C -5.048 0.438 -4.134 -3.59 -3.11 -1.36 -0.15
C -5.914 1.129 -3.004 -1.17 -4.20 -6.51 -0.32
O -5.053 1.250 -2.095 3.76 4.33 6.85 -0.10
C -5.627 1.957 -0.944 3.93 2.82 -0.37 -0.11
C -4.473 1.988 0.121 -3.81 0.01 -0.17 -0.22
O -4.125 0.671 0.480 0.87 0.29 1.75 -0.17
C -3.074 0.784 1.510 -1.60 -1.38 1.70 -0.08
H -4.960 -2.703 -3.058 1.37 0.57 0.51 0.08
H -5.025 -2.319 -4.603 -0.15 -2.24 -5.37 0.02
H -6.303 -1.869 -3.339 1.74 1.04 -1.65 0.14
H -5.694 0.046 -5.088 1.31 1.70 1.89 0.17
H -4.258 1.059 -4.342 1.56 1.88 -1.07 0.09
H -6.615 0.399 -2.679 -1.91 -0.41 -0.17 0.12
H -6.273 1.985 -3.487 -1.18 1.72 -0.33 0.12
H -6.219 1.309 -0.520 -3.94 -3.62 2.00 0.05
H -6.279 2.997 -0.954 2.16 -2.24 -1.03 0.19
H -5.072 2.449 0.977 1.66 0.18 -0.60 0.15
H -3.668 2.487 -0.346 1.16 1.13 0.23 0.10
H -3.277 1.553 2.330 0.65 0.22 -1.98 0.11
H -2.163 0.635 0.973 1.08 1.05 0.19 0.04
H -3.021 -0.039 2.287 -0.80 -0.26 -1.50 0.09